One molecule with the formula C5H8O. Source: OMol25; level of theory: ωB97M-V with the def2-TZVPD basis set.

## Properties
**E_tot**: -7358.52368 eV
**LUMO**: 0.05 eV
**Energy relative to the best compared isomer or geometry (same formula, charge and spin)**: 360.0 kJ/mol

```
! wB97M-V def2-TZVPD RIJCOSX def2/J DEFGRID3
* xyz 0 1
C -0.58400 0.96651 0.61284
C -0.36742 1.49749 -0.75726
C 1.20098 -0.79637 0.71732
C -0.29393 -0.53999 0.55412
O -0.73521 -0.88778 -0.75229
C -0.47835 0.25927 -1.56232
H -0.12526 1.52913 1.43104
H -1.67875 1.14173 0.67700
H 1.77244 -0.11710 0.07219
H 1.52262 -0.61693 1.74849
H 1.45174 -1.82253 0.43717
H -0.87810 -1.13526 1.26315
H -1.27095 0.37551 -2.31255
H 0.46418 0.14633 -2.12889
*
```